The following is a quantum chemistry calculation of a 7-piece molecular cluster, C5H27N3O6 overall, from OMol25.

The geometry in XYZ format:
```
41
Properties=species:S:1:pos:R:3:lowdin_charge:R:1
C -2.634 0.744 0.757 -0.092
N -1.245 0.511 0.279 -0.105
C -0.971 -0.799 -0.313 -0.231
C 0.434 -1.284 -0.542 -0.401
N 0.243 -2.277 -1.598 0.045
C 1.219 -2.048 0.562 -0.151
C 0.433 -3.049 1.434 -0.252
N -0.478 -2.427 2.457 0.004
H -2.772 1.835 0.643 0.090
H -3.274 0.284 0.033 0.058
H -2.892 0.254 1.711 0.084
H -0.618 0.760 0.984 0.055
H -1.530 -0.672 -1.267 0.086
H -1.402 -1.631 0.299 0.113
H 1.017 -0.379 -0.889 0.124
H 0.029 -1.885 -2.520 0.083
H 1.054 -2.880 -1.557 0.075
H 1.672 -1.276 1.218 0.114
H 2.140 -2.507 0.166 0.115
H 1.184 -3.610 1.895 0.072
H -0.050 -3.780 0.790 0.110
H -0.221 -1.516 2.834 0.062
H -1.446 -2.529 2.115 0.061
O 0.499 1.288 -2.391 -0.077
H -0.007 0.457 -2.056 0.048
H -0.214 1.497 -3.012 0.055
O 3.778 1.098 -1.906 -0.059
H 2.967 1.429 -1.506 -0.006
H 4.415 1.721 -1.513 0.045
O 1.620 2.913 1.894 -0.063
H 1.500 3.610 1.266 0.009
H 2.063 2.242 1.350 0.040
O -0.547 1.498 3.571 -0.057
H 0.205 1.921 3.160 -0.012
H -1.326 2.032 3.390 0.034
O 0.743 3.044 -0.548 -0.108
H 0.045 2.373 -0.376 0.022
H 0.934 2.569 -1.392 -0.001
O -1.983 0.360 -3.373 -0.033
H -1.647 -0.295 -2.768 -0.017
H -2.939 0.407 -3.281 0.064
```

SMILES: CNC[C@H](N)CCN.O.O.O.O.O.O
Energy relative to the best compared isomer or geometry (same formula, charge and spin) in eV: 2.728
Total charge: 0
Orbital gap in eV: 9.3
HOMO energy in eV: -9.054
Electronic energy in eV: -22376.718

The following is a quantum chemistry calculation of a 9-piece molecular cluster, C5H27NO10 overall, from OMol25.

The geometry in XYZ format:
```
43
Properties=species:S:1:pos:R:3:lowdin_charge:R:1
N -1.503 2.202 -0.821 0.208
C -0.416 1.512 -0.484 -0.473
O 0.203 1.780 0.565 -0.028
C 0.246 0.678 -1.565 -0.075
C -0.044 -0.823 -1.429 -0.162
C 0.745 -1.504 -0.310 -0.195
C 1.416 -2.817 -0.600 -0.249
O 0.421 -3.854 -0.742 -0.079
H -2.166 1.851 -1.511 0.077
H -1.986 2.725 -0.111 0.099
H 1.299 0.812 -1.331 0.085
H 0.042 1.027 -2.566 0.125
H -1.101 -1.011 -1.335 0.060
H 0.240 -1.249 -2.392 0.124
H 0.071 -1.669 0.544 0.124
H 1.387 -0.836 0.243 0.092
H 2.123 -3.020 0.201 0.117
H 2.045 -2.823 -1.491 0.114
H 0.529 -4.469 -0.011 0.087
O -1.982 2.472 2.063 -0.080
H -1.119 2.136 1.721 0.002
H -1.709 3.030 2.799 0.040
O 0.893 0.194 4.326 -0.068
H 1.784 0.061 3.989 0.018
H 0.444 -0.656 4.340 0.031
O -3.366 0.691 -2.677 -0.063
H -3.691 0.669 -1.762 0.023
H -2.811 -0.089 -2.765 0.032
O 3.569 -0.893 -0.700 -0.064
H 4.057 -0.295 -0.115 0.040
H 2.998 -0.227 -1.103 0.009
O 3.399 1.812 -0.145 -0.066
H 2.448 1.939 -0.256 0.009
H 3.494 1.922 0.818 0.033
O 2.220 1.790 2.365 -0.065
H 1.528 1.510 1.747 0.001
H 1.927 2.595 2.797 0.060
O -2.941 -0.262 -0.074 -0.066
H -2.750 -1.199 -0.304 0.007
H -3.481 -0.382 0.716 0.068
O -2.679 -2.968 -0.878 -0.043
H -1.760 -3.257 -0.772 0.030
H -3.076 -3.578 -1.503 0.062
```

SMILES: NC(=O)CCCCO.O.O.O.O.O.O.O.O
Energy relative to the best compared isomer or geometry (same formula, charge and spin) in eV: 2.293
Total charge: 0
Orbital gap in eV: 10.7
HOMO energy in eV: -10.498
Electronic energy in eV: -27589.190

The following is a quantum chemistry calculation of a 9-piece molecular cluster, C5H27NO9 overall, from OMol25.

The geometry in XYZ format:
```
42
Properties=species:S:1:pos:R:3:lowdin_charge:R:1
C 1.038 -3.101 -1.333 -0.101
C 0.926 -1.954 -0.303 -0.214
C -0.340 -1.095 -0.606 -0.162
C -0.129 -0.383 -1.998 -0.297
N 0.214 1.023 -1.688 0.064
C -1.520 -0.347 -2.677 -0.140
O -2.546 -0.081 -2.065 -0.006
H 0.258 -3.828 -1.026 0.084
H 0.865 -2.793 -2.362 0.053
H 2.000 -3.596 -1.354 0.065
H 1.724 -1.216 -0.342 0.092
H 0.610 -2.420 0.684 0.126
H -1.233 -1.691 -0.775 0.088
H -0.373 -0.394 0.239 0.107
H 0.617 -0.885 -2.603 0.120
H 0.166 1.593 -2.521 0.099
H -0.260 1.356 -0.859 0.044
H -1.726 -0.691 -3.682 0.123
O 3.109 -0.038 2.478 -0.060
H 4.057 -0.122 2.585 0.042
H 2.846 0.828 2.140 -0.010
O -2.350 2.599 -1.125 -0.056
H -3.172 2.922 -0.739 0.068
H -2.613 1.747 -1.521 0.020
O 3.167 0.926 -1.309 -0.099
H 3.025 0.927 -0.345 -0.001
H 2.200 0.870 -1.495 -0.014
O 2.071 2.430 1.300 -0.077
H 2.354 2.985 0.569 0.050
H 1.091 2.357 1.232 0.000
O -1.859 0.651 2.371 -0.086
H -2.273 -0.189 2.127 0.019
H -1.180 0.357 3.031 0.034
O 0.247 -0.682 3.121 -0.050
H 0.950 -0.007 3.097 0.044
H 0.570 -1.185 3.882 0.071
O -0.566 2.520 0.969 -0.088
H -1.140 2.839 0.258 0.015
H -1.153 1.930 1.497 0.015
O -3.026 -1.388 0.684 -0.054
H -2.812 -0.866 -0.102 0.009
H -3.833 -1.907 0.564 0.063
```

SMILES: CCC[C@H](N)C=O.O.O.O.O.O.O.O.O
Energy relative to the best compared isomer or geometry (same formula, charge and spin) in eV: 1.919
Total charge: 0
Orbital gap in eV: 9.8
HOMO energy in eV: -9.644
Electronic energy in eV: -25540.778

The following is a quantum chemistry calculation of a 9-piece molecular cluster, C5H28N2O9 overall, from OMol25.

The geometry in XYZ format:
```
44
Properties=species:S:1:pos:R:3:lowdin_charge:R:1
C 1.428 2.074 1.189 -0.117
C 0.914 0.852 0.457 -0.224
C -0.325 1.264 -0.303 -0.292
N -0.068 2.141 -1.509 0.091
C -1.357 0.246 -0.710 -0.465
O -0.995 -0.911 -0.624 0.014
N -2.689 0.415 -0.750 0.059
C -3.233 1.654 -1.334 -0.058
H 0.675 2.589 1.830 0.073
H 1.786 2.800 0.454 0.066
H 2.299 1.606 1.789 0.104
H 1.745 0.409 -0.066 0.113
H 0.746 0.096 1.252 0.099
H -0.939 1.800 0.431 0.130
H -0.037 3.067 -1.176 0.053
H 0.864 1.997 -1.868 0.080
H -3.108 -0.503 -0.970 0.162
H -3.105 1.782 -2.469 0.114
H -2.803 2.523 -0.855 0.083
H -4.200 1.840 -1.261 0.020
O 3.376 -1.207 -2.559 -0.031
H 2.481 -0.967 -2.758 0.001
H 3.403 -2.026 -3.021 0.019
O -1.010 1.988 3.315 -0.061
H -0.500 1.249 3.587 -0.023
H -1.494 1.579 2.553 0.047
O 1.376 -1.885 3.266 -0.015
H 0.529 -2.043 2.917 -0.027
H 2.123 -2.192 2.783 0.046
O 1.406 0.801 3.784 -0.044
H 2.045 1.012 4.422 0.033
H 1.415 -0.137 3.575 -0.005
O -0.061 -2.155 -2.797 -0.011
H -0.439 -2.994 -2.933 0.048
H -0.640 -1.593 -2.327 -0.014
O 1.246 -2.743 0.416 -0.053
H 1.203 -2.819 -0.575 0.060
H 0.943 -1.860 0.425 -0.040
O -0.998 -2.808 2.131 -0.056
H -0.716 -3.706 1.693 0.127
H -1.214 -2.310 1.396 -0.034
O -0.634 -0.253 -4.605 -0.034
H -1.228 0.253 -4.067 0.009
H -0.208 -0.925 -4.126 -0.051
```

SMILES: CC[C@@H](N)C(=O)NC.O.O.O.O.O.O.O.O
Energy relative to the best compared isomer or geometry (same formula, charge and spin) in eV: 4.079
Total charge: 0
Orbital gap in eV: 10.3
HOMO energy in eV: -10.210
Electronic energy in eV: -27045.967

The following is a quantum chemistry calculation of a 9-piece molecular cluster, C5H28NO8S2 overall, from OMol25.

The geometry in XYZ format:
```
44
Properties=species:S:1:pos:R:3:lowdin_charge:R:1
C -0.615 0.834 -0.445 -0.305
C -1.794 0.896 0.590 -0.737
S -2.363 2.604 0.578 0.250
C 0.073 -0.491 -0.213 -0.196
N 0.681 -0.967 1.154 -0.086
C 0.135 -2.283 1.569 -0.273
C -1.129 -1.896 2.514 -0.377
S -2.621 -2.868 1.697 0.604
H -1.038 0.810 -1.420 0.047
H -0.141 1.890 -0.384 0.081
H -2.546 0.189 0.348 0.015
H -1.422 0.796 1.659 0.022
H -0.699 -1.233 -0.392 0.086
H 0.990 -0.463 -0.801 0.089
H 0.674 -0.175 1.754 0.031
H -0.104 -2.759 0.616 0.059
H 0.837 -2.895 2.123 0.083
H -0.889 -2.479 3.420 0.057
H -1.116 -0.869 2.579 0.002
H -2.976 -2.121 0.588 -0.163
H -0.512 2.006 3.715 0.070
H -0.905 2.959 2.583 0.005
O -0.065 2.721 3.154 -0.179
H 0.248 -2.593 -1.605 -0.002
H 1.460 -3.277 -1.195 0.004
O 0.719 -3.415 -1.762 -0.042
H -2.408 2.033 -2.746 -0.005
H -3.355 0.896 -2.753 0.067
O -2.565 1.236 -3.231 -0.066
H 3.329 1.675 -1.032 -0.015
H 2.490 1.222 -2.216 0.078
O 2.487 1.700 -1.349 -0.013
H 0.780 0.325 -4.192 -0.068
H -0.663 -0.117 -3.802 0.038
O 0.101 -0.191 -4.425 -0.024
H 2.991 -1.397 1.072 0.054
H 2.703 -2.964 1.195 -0.019
O 3.335 -2.326 0.901 -0.092
H 1.315 1.687 3.529 0.038
H 2.028 1.638 2.212 -0.010
O 1.733 1.077 2.861 -0.067
H -0.373 3.096 -3.129 -0.019
H 0.679 2.609 -2.208 -0.007
O 0.509 2.878 -3.111 -0.015
```

Energy relative to the best compared isomer or geometry (same formula, charge and spin) in eV: 1.001
Total charge: -1
Orbital gap in eV: 6.2
HOMO energy in eV: -3.656
Electronic energy in eV: -45178.403

The following is a quantum chemistry calculation of a 9-piece molecular cluster, C5H29N2O9 overall, from OMol25.

The geometry in XYZ format:
```
45
Properties=species:S:1:pos:R:3:lowdin_charge:R:1
O -0.088 2.213 2.702 0.091
C -0.465 2.919 1.818 -0.224
C -0.639 2.438 0.377 -0.287
C 0.574 3.026 -0.373 -0.169
C 1.552 2.068 -1.049 -0.177
C 0.971 1.425 -2.401 -0.070
N 0.394 0.030 -2.097 0.136
N -0.503 0.965 0.297 0.051
H -0.504 4.045 1.770 0.142
H -1.658 2.753 -0.028 0.176
H 1.149 3.853 0.150 0.133
H 0.295 3.693 -1.248 0.130
H 2.298 2.795 -1.336 0.109
H 2.007 1.187 -0.590 0.063
H 1.704 1.233 -3.189 0.129
H 0.137 2.073 -2.645 0.114
H -0.185 -0.105 -1.296 0.067
H -0.125 -0.375 -2.895 0.143
H -1.403 0.507 0.256 0.047
H 1.150 -0.694 -2.097 0.105
H 0.147 0.656 1.006 0.046
H -1.046 -4.610 -0.428 0.077
H -1.150 -3.246 -1.098 0.013
O -0.548 -3.996 -0.989 -0.051
H 0.666 -3.178 -1.915 -0.002
H 1.997 -3.019 -3.012 0.053
O 1.185 -2.729 -2.605 -0.059
H -4.131 -0.617 0.695 0.069
H -2.687 -0.222 1.111 0.015
O -3.275 -0.379 0.329 -0.077
H 2.332 -0.783 1.060 0.055
H 2.373 0.485 2.046 0.086
O 1.843 -0.221 1.668 -0.038
H -2.553 -1.210 3.448 0.084
H -1.308 -0.353 2.995 0.013
O -2.271 -0.426 2.920 -0.084
H -0.119 -2.492 2.137 0.057
H 0.676 -1.259 2.512 -0.003
O -0.058 -1.814 2.832 -0.064
H -2.377 -1.866 -2.659 0.067
H -2.477 -1.334 -1.048 0.013
O -1.994 -1.488 -1.873 -0.049
H 4.148 -1.192 -0.997 0.065
H 3.830 0.232 -0.873 0.050
O 3.420 -0.586 -1.181 -0.046
```

Energy relative to the best compared isomer or geometry (same formula, charge and spin) in eV: 3.145
Total charge: +1
Orbital gap in eV: 9.8
HOMO energy in eV: -12.426
Electronic energy in eV: -27057.001